# C67H143N21O19

A 21-piece molecular cluster, C67H143N21O19 overall at a distorted geometry (ωB97M-V with the def2-TZVPD basis set, OMol25).

Total energy, eV: -142000.101
Charge: 0
Relative energy (zero: lowest compared OMol25 entry of this formula, charge and spin), kJ/mol: 0.00

Last columns: bonded neighbours and bond lengths (Å).
Positions of all 250 atoms, in Å:
1 C 18.13142 -10.02705 20.49304  C2 1.502, H6 1.118, H7 1.114, H8 1.074
2 C 16.84943 -9.27699 20.71318  C1 1.502, O3 1.197, N4 1.370
3 O 16.17089 -8.91026 19.79799  C2 1.197
4 N 16.50698 -9.04169 22.01910  C2 1.370, C5 1.480, H9 1.041
5 C 17.26105 -9.34868 23.25494  N4 1.480, H10 1.073, H11 1.049, H12 1.103
6 H 18.94436 -9.48602 21.03750  C1 1.118
7 H 18.37493 -9.96958 19.40710  C1 1.114
8 H 18.08942 -11.06060 20.78043  C1 1.074
9 H 15.58860 -8.55413 22.07252  N4 1.041
10 H 16.96703 -10.28754 23.68409  C5 1.073
11 H 17.03455 -8.58490 23.93757  C5 1.049
12 H 18.33170 -9.34273 22.98778  C5 1.103
13 C 33.08020 -1.80663 25.52444  C14 1.468, H18 1.047, H19 1.106, H20 1.094
14 C 31.90662 -0.92624 25.46546  C13 1.468, O15 1.201, N16 1.370
15 O 32.00566 0.26983 25.49947  C14 1.201
16 N 30.74049 -1.61173 25.25128  C14 1.370, C17 1.439, H21 1.035
17 C 30.56708 -2.98432 24.85599  N16 1.439, H22 1.082, H23 1.090, H24 1.082
18 H 33.99467 -1.38127 25.80515  C13 1.047
19 H 33.22399 -1.98322 24.44170  C13 1.106
20 H 32.96900 -2.77164 26.02813  C13 1.094
21 H 29.92031 -1.02374 25.02215  N16 1.035
22 H 30.88166 -3.66824 25.63302  C17 1.082
23 H 31.06241 -3.32273 23.94633  C17 1.090
24 H 29.51299 -3.16906 24.69597  C17 1.082
25 C 24.62370 -0.94411 18.40818  C26 1.509, H30 1.080, H31 1.096, H32 1.039
26 C 23.16980 -0.54146 18.38403  C25 1.509, O27 1.264, N28 1.330
27 O 22.64344 -0.15101 19.46495  C26 1.264
28 N 22.54355 -0.70168 17.22167  C26 1.330, C29 1.441, H33 1.056
29 C 21.12084 -0.51936 17.08519  N28 1.441, H34 1.102, H35 1.094, H36 1.060
30 H 25.21355 -0.04543 18.51651  C25 1.080
31 H 25.02192 -1.51024 17.55899  C25 1.096
32 H 24.81861 -1.54544 19.23246  C25 1.039
33 H 23.06278 -1.07303 16.38036  N28 1.056
34 H 20.89438 -0.24906 16.04140  C29 1.102
35 H 20.77263 0.33887 17.66793  C29 1.094
36 H 20.50579 -1.33086 17.38013  C29 1.060
37 C 26.71800 -0.65769 23.72340  C38 1.572, H42 1.097, H43 1.128, H44 1.055
38 C 27.34614 -0.97909 25.12769  C37 1.572, O39 1.227, N40 1.388
39 O 27.07020 -2.03342 25.69175  C38 1.227
40 N 28.27727 -0.06244 25.59731  C38 1.388, C41 1.494, H45 0.979
41 C 28.68505 -0.18056 27.02998  N40 1.494, H46 1.097, H47 1.107, H48 1.110
42 H 26.77006 -1.50549 23.02882  C37 1.097
43 H 27.15518 0.31281 23.34939  C37 1.128
44 H 25.72634 -0.43361 24.00623  C37 1.055
45 H 28.27711 0.74364 25.04109  N40 0.979
46 H 28.61725 -1.26011 27.21345  C41 1.097
47 H 28.00362 0.36903 27.70803  C41 1.107
48 H 29.71619 0.21951 27.12381  C41 1.110
49 C 22.40369 1.99512 23.32245  C50 1.480, H54 1.093, H55 1.095, H56 1.076
50 C 21.16928 1.99285 22.50546  C49 1.480, O51 1.250, N52 1.311
51 O 20.16202 2.56486 22.97532  C50 1.250
52 N 21.13532 1.17443 21.48249  C50 1.311, C53 1.460, H57 1.026
53 C 19.99118 1.05008 20.58454  N52 1.460, H58 1.077, H59 1.080, H60 1.116
54 H 22.97979 2.92332 23.36272  C49 1.093
55 H 23.13298 1.25293 22.98180  C49 1.095
56 H 22.13194 1.78207 24.34136  C49 1.076
57 H 22.03049 0.77960 21.17290  N52 1.026
58 H 20.35250 0.45598 19.76224  C53 1.077
59 H 19.59213 1.96930 20.18277  C53 1.080
60 H 19.15376 0.53820 21.11532  C53 1.116
61 C 20.78014 -7.22510 20.75172  C62 1.540, H66 1.048, H67 1.096, H68 1.094
62 C 19.73690 -7.01840 19.63753  C61 1.540, O63 1.216, N64 1.378
63 O 20.00345 -7.22085 18.46806  C62 1.216
64 N 18.50485 -6.53049 20.01442  C62 1.378, C65 1.421, H69 0.994
65 C 17.51300 -6.16434 19.06456  N64 1.421, H70 1.101, H71 1.112, H72 1.102
66 H 21.46427 -7.95453 20.43867  C61 1.048
67 H 20.39471 -7.49725 21.74107  C61 1.096
68 H 21.25091 -6.24766 20.89205  C61 1.094
69 H 18.30749 -6.32494 20.96689  N64 0.994
70 H 17.57587 -6.90068 18.24805  C65 1.101
71 H 17.69894 -5.11742 18.73848  C65 1.112
72 H 16.48188 -6.24904 19.44367  C65 1.102
73 C 16.28452 2.89478 18.33525  C74 1.556, H78 1.090, H79 1.108, H80 1.043
74 C 15.92956 1.72376 19.29571  C73 1.556, O75 1.241, N76 1.355
75 O 16.60719 0.68614 19.23868  C74 1.241
76 N 15.00298 1.87579 20.27260  C74 1.355, C77 1.441, H81 1.028
77 C 14.11819 2.97331 20.56978  N76 1.441, H82 1.102, H83 1.097, H84 1.074
78 H 15.50152 3.31873 17.70710  C73 1.090
79 H 17.06294 2.50810 17.64778  C73 1.108
80 H 16.78328 3.67592 18.81352  C73 1.043
81 H 15.03623 1.09979 20.94628  N76 1.028
82 H 13.80188 2.77523 21.60672  C77 1.102
83 H 13.23371 3.03717 19.92334  C77 1.097
84 H 14.66137 3.89363 20.46571  C77 1.074
85 C 25.46401 -6.14158 20.40180  C86 1.513, H90 1.072, H91 1.057, H92 1.119
86 C 25.37911 -7.64224 20.57460  C85 1.513, O87 1.222, N88 1.322
87 O 25.66339 -8.44717 19.70008  C86 1.222
88 N 24.87300 -7.97551 21.74956  C86 1.322, C89 1.475, H93 1.038
89 C 24.92896 -9.33955 22.30796  N88 1.475, H94 1.044, H95 1.142, H96 1.126
90 H 24.70157 -5.76511 21.05497  C85 1.072
91 H 25.22670 -5.86447 19.40930  C85 1.057
92 H 26.49429 -5.73478 20.56398  C85 1.119
93 H 24.90860 -7.26813 22.50845  N88 1.038
94 H 24.52953 -10.19843 21.86860  C89 1.044
95 H 24.48027 -9.20275 23.34927  C89 1.142
96 H 26.00771 -9.52672 22.57120  C89 1.126
97 C 24.35557 2.57205 20.00725  C98 1.513, H102 1.154, H103 1.103, H104 1.071
98 C 25.19435 1.56528 20.76361  C97 1.513, O99 1.245, N100 1.373
99 O 24.53411 0.77780 21.46725  C98 1.245
100 N 26.56653 1.58890 20.73988  C98 1.373, C101 1.454, H105 1.015
101 C 27.31277 2.46813 19.85495  N100 1.454, H106 1.099, H107 1.139, H108 1.133
102 H 23.49423 1.84658 19.75301  C97 1.154
103 H 24.86576 3.03863 19.14756  C97 1.103
104 H 24.02474 3.37649 20.63263  C97 1.071
105 H 26.98009 0.75123 21.13700  N100 1.015
106 H 27.58198 2.02927 18.88419  C101 1.099
107 H 28.29684 2.78551 20.33264  C101 1.139
108 H 26.87146 3.49149 19.64907  C101 1.133
109 C 18.11937 -2.34668 18.05073  C110 1.508, H114 1.109, H115 1.110, H116 1.092
110 C 16.76107 -2.55856 17.43011  C109 1.508, O111 1.198, N112 1.373
111 O 16.46932 -3.29821 16.53340  C110 1.198
112 N 15.80988 -1.78895 18.05197  C110 1.373, C113 1.435, H117 1.016
113 C 14.44222 -1.69626 17.62674  N112 1.435, H118 1.088, H119 1.083, H120 1.070
114 H 18.21229 -1.28213 18.34684  C109 1.109
115 H 18.93586 -2.42645 17.30308  C109 1.110
116 H 18.37320 -3.07077 18.82778  C109 1.092
117 H 16.14305 -1.07063 18.68810  N112 1.016
118 H 13.97718 -0.77151 17.96134  C113 1.088
119 H 13.88192 -2.59092 17.86846  C113 1.083
120 H 14.44972 -1.66781 16.55744  C113 1.070
121 C 22.94392 -3.43437 30.35133  C122 1.508, H126 1.101, H127 1.093, H128 1.110
122 C 22.39773 -2.12586 29.83713  C121 1.508, O123 1.231, N124 1.427
123 O 22.81385 -1.63290 28.78921  C122 1.231
124 N 21.41854 -1.42308 30.60078  C122 1.427, C125 1.416, H129 1.018
125 C 20.84724 -0.26066 30.02968  N124 1.416, H130 1.132, H131 1.157, H132 1.055
126 H 23.17804 -3.36989 31.42542  C121 1.101
127 H 23.80682 -3.70588 29.73852  C121 1.093
128 H 22.16120 -4.18597 30.11718  C121 1.110
129 H 21.06845 -1.72107 31.50857  N124 1.018
130 H 21.50633 0.13088 29.19645  C125 1.132
131 H 20.66129 0.65610 30.71031  C125 1.157
132 H 19.91549 -0.33103 29.53923  C125 1.055
133 C 17.18855 -5.25960 24.87925  C134 1.547, H138 1.037, H139 1.098, H140 1.179
134 C 17.19177 -5.10632 23.34000  C133 1.547, O135 1.208, N136 1.373
135 O 17.51532 -6.03974 22.64514  C134 1.208
136 N 16.73401 -3.92367 22.81320  C134 1.373, C137 1.495, H141 1.031
137 C 16.58798 -3.68077 21.34534  N136 1.495, H142 1.078, H143 1.062, H144 1.046
138 H 16.79752 -6.18852 25.12140  C133 1.037
139 H 16.51327 -4.54497 25.36765  C133 1.098
140 H 18.27457 -5.04496 25.28597  C133 1.179
141 H 16.69343 -3.08690 23.41414  N136 1.031
142 H 17.05089 -2.71219 21.24778  C137 1.078
143 H 15.57324 -3.59832 21.04276  C137 1.062
144 H 17.08418 -4.43319 20.81499  C137 1.046
145 C 14.55401 -0.79204 24.44703  C146 1.536, H150 1.068, H151 1.124, H152 1.094
146 C 14.91267 0.51597 23.72512  C145 1.536, O147 1.207, N148 1.362
147 O 14.20913 0.90360 22.82485  C146 1.207
148 N 16.03320 1.15515 24.16156  C146 1.362, C149 1.459, H153 0.986
149 C 16.45407 2.42899 23.58783  N148 1.459, H154 1.096, H155 1.068, H156 1.090
150 H 14.78497 -1.59760 23.78539  C145 1.068
151 H 13.43594 -0.90520 24.41911  C145 1.124
152 H 14.88060 -0.99043 25.47233  C145 1.094
153 H 16.49900 0.79995 24.95423  N148 0.986
154 H 16.10917 3.25006 24.22659  C149 1.096
155 H 15.93217 2.44553 22.65586  C149 1.068
156 H 17.53777 2.44945 23.47211  C149 1.090
157 C 28.98437 -7.78911 19.54486  C158 1.489, H162 1.075, H163 1.087, H164 1.060
158 C 29.00661 -7.02003 20.81964  C157 1.489, O159 1.215, N160 1.391
159 O 29.75279 -6.07876 21.00264  C158 1.215
160 N 28.25491 -7.56717 21.85458  C158 1.391, C161 1.487, H165 1.026
161 C 28.45701 -6.99351 23.21144  N160 1.487, H166 1.144, H167 1.063, H168 1.135
162 H 29.86408 -7.53800 18.98125  C157 1.075
163 H 28.11952 -7.55081 18.93052  C157 1.087
164 H 28.99498 -8.84707 19.60230  C157 1.060
165 H 27.69483 -8.42106 21.75931  N160 1.026
166 H 27.94230 -5.98406 23.36697  C161 1.144
167 H 29.46933 -7.01391 23.53625  C161 1.063
168 H 27.86274 -7.64173 23.92828  C161 1.135
169 C 22.18532 -3.75556 18.63081  C170 1.486, H174 1.114, H175 1.096, H176 1.065
170 C 23.35921 -4.57244 18.22787  C169 1.486, O171 1.229, N172 1.361
171 O 24.49141 -4.12251 18.06957  C170 1.229
172 N 23.07791 -5.87999 17.97413  C170 1.361, C173 1.498, H177 1.043
173 C 23.96492 -6.83759 17.24006  N172 1.498, H178 1.061, H179 1.090, H180 1.107
174 H 21.38311 -4.41740 19.03006  C169 1.114
175 H 21.79228 -3.28223 17.72340  C169 1.096
176 H 22.30536 -2.90689 19.26287  C169 1.065
177 H 22.06060 -6.09023 18.07228  N172 1.043
178 H 23.41293 -7.66329 16.86574  C173 1.061
179 H 24.73558 -7.16087 17.94011  C173 1.090
180 H 24.52045 -6.29813 16.44904  C173 1.107
181 C 25.90472 -5.95072 26.74418  C182 1.498, H186 1.116, H187 1.118, H188 1.112
182 C 25.66091 -5.92762 25.26584  C181 1.498, O183 1.236, N184 1.378
183 O 25.18777 -6.90568 24.67666  C182 1.236
184 N 25.93753 -4.74847 24.60872  C182 1.378, C185 1.415, H189 1.046
185 C 25.53585 -4.59009 23.26099  N184 1.415, H190 1.078, H191 1.072, H192 1.070
186 H 26.85751 -5.45986 27.05663  C181 1.116
187 H 25.87234 -6.96522 27.21255  C181 1.118
188 H 25.10163 -5.37092 27.24863  C181 1.112
189 H 26.22946 -3.90569 25.15475  N184 1.046
190 H 26.17959 -5.10100 22.56294  C185 1.078
191 H 25.53894 -3.57233 22.92304  C185 1.072
192 H 24.54914 -5.00162 23.21542  C185 1.070
193 C 23.66865 -2.37275 21.54903  C194 1.456, H198 1.026, H199 1.071, H200 1.077
194 C 22.35019 -2.94266 21.78697  C193 1.456, O195 1.237, N196 1.354
195 O 22.14230 -4.13824 22.02633  C194 1.237
196 N 21.29756 -2.09759 21.68324  C194 1.354, C197 1.452, H201 1.065
197 C 19.94721 -2.61981 21.79823  N196 1.452, H202 1.069, H203 1.078, H204 1.090
198 H 23.65835 -1.50644 20.99939  C193 1.026
199 H 24.38014 -3.00230 21.05546  C193 1.071
200 H 24.12284 -2.08060 22.48101  C193 1.077
201 H 21.41227 -1.05648 21.48787  N196 1.065
202 H 19.67712 -3.39806 21.11687  C197 1.069
203 H 19.28579 -1.77072 21.74364  C197 1.078
204 H 19.85069 -2.96535 22.82796  C197 1.090
205 C 28.84173 -2.69648 20.48746  C206 1.529, H210 1.061, H211 1.094, H212 1.051
206 C 27.33480 -2.73470 20.23014  C205 1.529, O207 1.252, N208 1.334
207 O 26.48249 -2.03049 20.81675  C206 1.252
208 N 26.88016 -3.58970 19.31322  C206 1.334, C209 1.468, H213 1.010
209 C 27.66768 -4.60529 18.60323  N208 1.468, H214 1.071, H215 1.075, H216 1.073
210 H 29.38406 -2.51101 19.59408  C205 1.061
211 H 29.06082 -3.67568 20.92215  C205 1.094
212 H 28.97901 -1.95121 21.21539  C205 1.051
213 H 25.88447 -3.70215 19.18692  N208 1.010
214 H 27.88491 -4.32625 17.59186  C209 1.071
215 H 27.05528 -5.48889 18.61599  C209 1.075
216 H 28.59831 -4.79374 19.10365  C209 1.073
217 C 22.44947 -3.54310 25.56246  C218 1.526, H222 1.104, H223 1.131, H224 1.095
218 C 21.92076 -4.97451 25.56878  C217 1.526, O219 1.222, N220 1.362
219 O 22.25487 -5.76333 26.44013  C218 1.222
220 N 20.96595 -5.36215 24.67831  C218 1.362, C221 1.446, H225 1.060
221 C 20.41928 -6.70076 24.67032  N220 1.446, H226 1.088, H227 1.065, H228 1.095
222 H 22.16315 -3.03832 24.62285  C217 1.104
223 H 23.57611 -3.63765 25.60382  C217 1.131
224 H 21.96323 -3.14563 26.45930  C217 1.095
225 H 21.10244 -4.96211 23.70661  N220 1.060
226 H 21.23703 -7.40617 24.53619  C221 1.088
227 H 19.65903 -6.82102 23.93489  C221 1.065
228 H 19.91848 -6.82662 25.63623  C221 1.095
229 N 18.09493 -1.86860 25.15463  C230 1.320, C234 1.364
230 C 18.62991 -2.30604 26.27948  N229 1.320, C231 1.352, H235 1.140
231 C 19.71909 -1.79759 26.89849  C230 1.352, C232 1.396, H236 1.082
232 C 20.38288 -0.76541 26.23226  C231 1.396, C233 1.382, H237 1.067
233 C 19.87345 -0.30697 25.03208  C232 1.382, C234 1.388, H238 1.114
234 C 18.68769 -0.81604 24.52062  N229 1.364, C233 1.388, H239 1.072
235 H 18.11233 -3.22366 26.71613  C230 1.140
236 H 20.11326 -2.20661 27.81909  C231 1.082
237 H 21.25609 -0.27924 26.60640  C232 1.067
238 H 20.40794 0.34657 24.30457  C233 1.114
239 H 18.21587 -0.58091 23.58674  C234 1.072
240 N 20.94606 -2.88541 14.52458  C241 1.311, C245 1.345
241 C 21.92342 -3.72923 14.75116  N240 1.311, C242 1.389, H246 1.095
242 C 21.75198 -4.99055 15.30762  C241 1.389, C243 1.350, H247 1.101
243 C 20.55674 -5.40800 15.77765  C242 1.350, C244 1.446, H248 1.079
244 C 19.45009 -4.53060 15.46940  C243 1.446, C245 1.428, H249 1.104
245 C 19.69810 -3.26764 14.85105  N240 1.345, C244 1.428, H250 1.057
246 H 22.96579 -3.47740 14.52840  C241 1.095
247 H 22.63552 -5.57437 15.61059  C242 1.101
248 H 20.38617 -6.22523 16.46151  C243 1.079
249 H 18.42508 -4.81357 15.76670  C244 1.104
250 H 18.95617 -2.52201 14.75060  C245 1.057